A 6-piece molecular cluster, C38H72BrNO22P3 overall at a distorted geometry, computed with wB97M-V/def2-TZVPD.

The value obtained for the HOMO energy is -5.21 eV. The relative energy (zero: lowest compared OMol25 entry of this formula, charge and spin) comes out at 0.00 kcal per mole. The total charge is -1.

```
137
Properties=species:S:1:pos:R:3:forces:R:3:mulliken_charge:R:1
C 4.938441 -3.921056 1.798361 0.1996 0.1372 -0.1806 -1.2909
C 5.198915 -2.564370 1.142210 -0.1011 -0.2839 0.1969 -0.2183
C 4.184002 -2.235786 0.063187 0.1570 0.1692 -0.1706 -0.7853
C 4.384512 -0.883118 -0.627952 -0.1111 -0.1352 0.1716 -0.2802
C 4.692639 0.265493 0.321087 0.2366 -0.1160 -0.0517 -0.3470
C 4.688641 1.622341 -0.371937 -0.0597 -0.2504 -0.1852 -1.0359
C 3.308165 2.191396 -0.681729 0.0686 0.3797 0.2230 -0.2239
C 2.369878 2.321555 0.525608 -0.1446 0.1731 -0.2836 -0.4480
C 0.987591 1.723153 0.306110 0.0295 -0.0003 0.3861 0.0086
C 0.045949 2.119280 1.442223 0.1770 -0.0468 0.2266 -1.3325
C -1.077945 1.127430 1.784887 0.0809 0.0049 -0.2307 -0.1734
C -2.430344 1.666577 1.333632 0.2834 -0.1801 -0.0326 0.0693
C -2.740118 3.004690 2.166135 0.4077 -0.0149 -0.0039 0.1772
O -2.228822 3.054731 3.303425 -0.2636 -0.2471 -0.0161 -0.8089
O -3.386689 3.843474 1.536358 -0.2961 -0.0103 0.1731 -0.7067
O -2.249133 2.093712 -0.053499 0.3079 0.2219 0.0395 -0.2931
C -2.716801 1.252208 -0.935891 -0.2762 -0.2612 -0.0795 0.2508
O -2.640763 1.409202 -2.125187 0.2356 0.2047 -0.1803 -0.7471
C -3.358787 0.025366 -0.230917 0.8725 -0.0226 -0.0055 -0.4258
N -4.589760 -0.332071 -0.952352 0.0462 -0.5662 0.5434 0.3674
C -4.478537 -0.735481 -2.373317 -0.4504 0.3138 -0.1735 -1.0724
C -5.343602 -1.336130 -0.293867 0.2053 0.0573 -0.5318 0.5426
C -6.816652 -1.281272 -0.575261 0.0718 -0.4546 -0.1098 -1.2825
O -4.825511 -2.177051 0.400744 -0.0381 0.0048 0.2357 -0.4745
P -2.102889 -1.418387 -0.586606 -0.7918 -0.3517 -0.2350 -0.2156
O -0.778106 -0.530434 -0.923776 0.2245 -0.0109 -0.0569 -0.0651
Br -1.401892 -2.528098 1.233219 0.0775 0.0372 0.1206 -0.3184
C -3.606985 0.651860 1.167355 -1.1422 0.6056 0.5661 1.7229
P -5.147667 1.690779 0.936638 0.2751 0.7288 -0.5511 0.4762
O -5.293037 2.611211 -0.213140 -0.1513 -0.2472 -0.1392 -0.8339
P -3.942161 -0.559807 2.620101 0.7398 -0.7968 -0.7590 0.3873
C -5.766885 -0.771359 2.874220 0.0125 0.0647 0.4615 -0.0699
C -5.957477 -2.021614 3.749956 0.0819 0.0373 -0.4142 -1.4789
C -3.494193 0.171459 4.231271 -0.1979 0.2882 0.3931 -0.2739
C -2.819200 -0.892090 5.117587 0.1086 0.3900 -0.1588 -1.4471
H 3.871594 -4.076479 1.934668 -0.1442 -0.0594 0.1427 0.3027
H 5.433618 -3.973856 2.764741 -0.0154 -0.0904 0.1501 0.3760
H 5.323328 -4.738974 1.193085 -0.0665 -0.1167 -0.1282 0.3090
H 5.165480 -1.807802 1.922247 0.0746 0.2011 0.0207 0.3054
H 6.202878 -2.568093 0.717290 0.1685 0.1765 -0.0002 0.2611
H 4.240031 -3.016550 -0.696438 -0.2136 -0.1471 -0.0820 0.3987
H 3.185420 -2.265868 0.499868 -0.1445 -0.0576 0.0708 0.2460
H 3.476592 -0.650423 -1.183471 -0.0466 0.0083 -0.2012 0.0123
H 5.193916 -0.966618 -1.354656 0.0766 0.0470 -0.1274 0.3242
H 5.686242 0.104579 0.739189 0.1015 -0.0212 0.1271 0.4109
H 4.003310 0.238359 1.165119 -0.1124 0.0736 0.0737 0.3619
H 5.268058 2.337695 0.210728 -0.0306 0.1225 0.1682 0.2914
H 5.221331 1.498224 -1.317687 0.1789 0.1071 -0.0768 0.3938
H 2.835461 1.628056 -1.485408 -0.0852 -0.2240 -0.0223 -0.3396
H 3.463269 3.195590 -1.079094 -0.0174 0.0535 -0.2598 0.2148
H 2.242258 3.373825 0.776406 0.0926 0.1194 0.1188 0.2571
H 2.804881 1.848529 1.402080 0.0893 0.0324 0.1949 0.3386
H 0.596525 2.047853 -0.657006 -0.1438 -0.1427 -0.1601 0.2456
H 1.082729 0.638329 0.310759 -0.0058 -0.1795 -0.2953 0.0682
H 0.663865 2.226302 2.332947 0.0255 0.0918 0.1625 0.4050
H -0.374757 3.104146 1.253626 0.0275 0.1316 0.0032 0.4484
H -1.082163 0.996203 2.855858 -0.2802 -0.0173 0.3043 0.5865
H -0.845780 0.159116 1.359056 -0.0617 -0.1438 -0.1886 -0.2388
H -4.295091 -1.801691 -2.490679 0.1144 -0.1372 0.0537 0.4244
H -5.410308 -0.492806 -2.878388 -0.0878 0.0844 -0.0517 0.2918
H -3.696643 -0.162975 -2.845831 0.1341 0.0789 -0.0311 0.4221
H -7.005292 -0.751373 -1.500341 -0.2039 0.0618 -0.0525 0.3530
H -7.209538 -2.292141 -0.600530 -0.1056 -0.1161 -0.1328 0.3950
H -7.311819 -0.767934 0.243391 -0.0863 0.1421 0.0084 0.2394
H -0.286585 -1.014442 -1.596020 0.2298 0.1311 -0.0223 0.2024
H -5.304191 2.261207 2.205857 -0.0637 -0.1503 0.1994 0.1411
H -6.136107 0.707707 0.867413 -0.0579 0.0559 0.3852 -0.1812
H -6.180881 0.085301 3.406453 -0.1984 0.1681 -0.1785 0.5383
H -6.308168 -0.918314 1.949618 0.0924 0.0070 0.0869 -0.2234
H -5.235716 -2.783950 3.465639 0.1045 -0.1225 0.0270 0.3781
H -5.831944 -1.795041 4.803546 -0.0080 -0.0303 0.1759 0.3184
H -6.943064 -2.445929 3.573058 -0.1952 0.0187 0.2234 0.4083
H -2.857646 1.041078 4.127511 0.1827 0.2691 -0.1187 0.3116
H -4.395820 0.540029 4.723227 -0.1226 0.0383 0.0104 0.5707
H -3.163857 -1.899034 4.898504 -0.0894 -0.1130 0.0396 0.3197
H -2.997011 -0.668346 6.166384 -0.0354 -0.0414 0.1697 0.3738
H -1.742888 -0.867747 4.963353 0.1251 -0.1312 -0.0778 0.3559
C 1.795728 -6.893420 -0.260081 -0.0680 0.1401 -0.0415 -0.6572
O 3.172410 -7.265155 -0.117529 0.0127 0.0300 -0.0106 -0.2595
C 3.369811 -8.504288 0.314119 0.0077 0.0096 0.0090 0.7762
O 2.516705 -9.310886 0.579848 -0.0235 -0.0223 0.0003 -0.5491
O 4.685974 -8.711153 0.404815 0.0070 -0.0001 -0.0037 -0.3041
C 5.041661 -10.015572 0.865969 0.0872 -0.0159 0.0094 -0.6434
H 1.803892 -5.867100 -0.612780 0.0422 0.0070 0.0041 0.1840
H 1.300339 -7.533957 -0.986594 -0.0019 -0.0500 0.0314 0.3314
H 1.279382 -6.950078 0.695468 0.0112 -0.0617 0.0125 0.3134
H 4.668074 -10.778964 0.186188 -0.0366 -0.0051 0.0096 0.2957
H 4.644606 -10.191861 1.863703 -0.0366 -0.0102 -0.0046 0.2969
H 6.127080 -10.031236 0.886988 0.0045 0.0149 -0.0047 0.2114
C -9.912079 0.733413 -0.993682 0.1625 0.1330 0.1347 -0.6521
O -10.074389 -0.401014 -1.853716 0.0337 0.0127 -0.0157 -0.2473
C -11.314921 -0.867204 -1.928277 0.0094 -0.0103 -0.0059 0.7574
O -12.277423 -0.428575 -1.353728 -0.0190 0.0149 0.0153 -0.5504
O -11.318347 -1.915736 -2.755042 0.0044 -0.0076 -0.0061 -0.3122
C -12.601082 -2.520503 -2.927032 -0.0037 -0.0699 -0.0534 -0.6384
H -8.858746 0.993409 -1.034313 0.0098 -0.0193 -0.0555 0.1437
H -10.511638 1.573572 -1.336381 -0.0656 -0.0469 -0.0328 0.3695
H -10.188964 0.481011 0.028160 -0.0640 -0.0212 -0.0104 0.3218
H -13.308092 -1.808734 -3.348780 -0.0121 0.0210 0.0295 0.2930
H -12.981583 -2.891327 -1.977296 -0.0151 0.0303 0.0179 0.2935
H -12.444310 -3.345397 -3.615301 0.0160 0.0001 -0.0036 0.2148
C 5.327335 5.285991 3.652439 0.0866 0.0298 0.0273 -0.6113
O 4.329253 6.015130 4.370179 0.0182 -0.0009 -0.0121 -0.3555
C 3.078158 5.658058 4.056258 -0.1971 0.0597 0.1007 0.8203
O 2.772041 4.814854 3.257920 0.1369 -0.1159 -0.1424 -0.5332
O 2.231290 6.387379 4.774957 0.0484 -0.0130 -0.0186 -0.3577
C 0.847195 6.079368 4.517643 -0.1077 0.0396 0.0539 -0.5865
H 6.280224 5.672905 4.001565 -0.0040 0.0126 0.0120 0.2325
H 5.253426 4.221035 3.864289 -0.0301 -0.0140 -0.0237 0.2837
H 5.225961 5.447457 2.580749 -0.0284 -0.0240 -0.0106 0.2750
H 0.632313 5.040436 4.754594 0.0070 -0.0194 -0.0402 0.2918
H 0.600938 6.268028 3.475832 0.0117 -0.0336 -0.0170 0.2848
H 0.279313 6.739704 5.164833 0.0176 0.0075 0.0080 0.2306
C 6.362618 4.937334 -2.638817 -0.1156 -0.0165 0.0616 -0.4869
O 7.225107 3.795740 -2.579370 0.0106 -0.0459 0.0154 -0.1393
C 8.365460 3.923543 -3.246364 -0.0199 0.0104 0.0043 0.7089
O 8.719448 4.889319 -3.872552 0.0078 0.0293 -0.0150 -0.5605
O 9.061234 2.793671 -3.106385 0.0029 -0.0151 0.0024 -0.2975
C 10.321162 2.793808 -3.779821 0.0481 -0.0726 0.0069 -0.6517
H 5.489296 4.669053 -2.052359 0.0017 -0.0169 0.0036 0.0044
H 6.852461 5.808763 -2.209377 0.0294 0.0115 -0.0330 0.3217
H 6.074300 5.145251 -3.666944 0.0366 0.0192 -0.0177 0.3245
H 10.962331 3.584764 -3.395595 -0.0114 0.0320 -0.0177 0.2950
H 10.184209 2.925438 -4.851389 -0.0048 0.0383 -0.0055 0.2950
H 10.760764 1.822529 -3.574935 -0.0107 -0.0084 0.0098 0.2134
C 4.631100 0.032323 -6.449004 0.0588 0.0292 -0.0643 -0.6054
O 3.359683 0.683240 -6.413141 -0.0006 -0.0019 -0.0108 -0.3590
C 2.591539 0.316431 -5.383059 0.0016 0.0482 0.0026 0.8312
O 2.895461 -0.489624 -4.542131 0.0012 -0.0411 0.0233 -0.5582
O 1.449670 0.989805 -5.449774 0.0285 -0.0434 0.0041 -0.3490
C 0.539147 0.699563 -4.380513 -0.2501 0.1049 0.1480 -0.0939
H 5.135561 0.425796 -7.326444 -0.0110 0.0119 -0.0065 0.2129
H 5.204600 0.259714 -5.552355 -0.0129 -0.0230 0.0297 0.2690
H 4.509152 -1.045540 -6.537549 -0.0067 -0.0131 0.0355 0.2889
H 0.980652 0.960406 -3.420478 0.0325 -0.0490 0.0097 -0.1619
H 0.260699 -0.352863 -4.392637 0.0622 -0.0272 0.0075 0.2761
H -0.340722 1.311932 -4.547667 0.0299 0.0371 -0.0530 0.2869
```
Forces are in eV/Å.